Below is a 2-piece molecular cluster, C4H12NO overall, with properties calculated with ωB97M-V/def2-TZVPD.

```
! RIJCOSX wB97M-V def2-TZVPD def2/J DEFGRID3
* xyz 1 1
C -1.462 0.467 -0.681
O -0.459 1.512 -0.500
C -0.838 -0.863 -1.023
C -0.937 -1.908 0.094
H -2.100 0.444 0.213
H -2.184 0.831 -1.416
H -0.889 2.353 -0.697
H -1.248 -1.280 -1.940
H 0.216 -0.673 -1.271
H -1.991 -2.024 0.344
H -0.489 -2.855 -0.203
H -0.396 -1.614 0.998
C 2.216 -0.187 1.186
N 1.567 0.871 0.930
H 3.292 -0.172 1.316
H 1.670 -1.122 1.180
H 0.624 0.982 0.407
H 2.062 1.763 0.905
*
```

Calculated values
**HOMO energy**: -14.921 eV
**Frontier orbital gap**: 10.01 eV
**Energy relative to the best compared isomer or geometry (same formula, charge and spin)**: 40.5 kcal per mole
**Electronic energy**: -289.3103 Eh

These are the Löwdin partial charges, in e, on atoms 1 to 4: C -0.20; O -0.10; C -0.23; C -0.09